[1]
C21H29FFeN8O2S as an isolated structure, computed with wB97M-V/def2-TZVPD.

Structure (ORCA input):
```
! wB97M-V def2-TZVPD RIJCOSX def2/J DEFGRID3
* xyz 1 2
Fe 0.62 -0.74 -0.12
C 4.03 1.13 -2.01
C 2.82 0.35 -1.61
N 2.58 -0.14 -0.44
O 3.44 0.13 0.61
C 1.79 0.05 -2.58
C 1.86 0.33 -4.05
N 0.74 -0.58 -2.09
O -0.16 -0.97 -2.87
H 4.82 1.16 -1.26
H 3.75 2.16 -2.27
H 4.46 0.68 -2.91
H 4.04 0.84 0.35
H 2.82 0.72 -4.35
H 1.08 1.04 -4.33
H 1.65 -0.58 -4.61
N 2.29 -3.74 2.41
C 2.86 -2.77 3.20
C 2.48 -1.58 2.66
N 1.68 -1.80 1.57
C 1.59 -3.11 1.45
C 0.79 -3.61 0.36
N 0.27 -2.73 -0.47
C -0.52 -3.42 -1.35
C -0.45 -4.75 -1.05
N 0.38 -4.86 0.04
H 2.40 -4.74 2.53
H 3.48 -3.01 4.04
H 2.73 -0.59 2.99
H -1.05 -2.92 -2.14
H -0.91 -5.61 -1.50
H 0.61 -5.71 0.52
C -1.89 3.53 -0.56
N -0.68 3.00 0.06
C 0.52 3.12 -0.76
C -0.71 2.18 1.12
S 0.56 1.04 1.40
N -1.67 2.32 2.04
C -2.30 3.61 2.32
C -1.92 1.29 3.04
H -1.84 3.31 -1.62
H -1.96 4.61 -0.43
H -2.77 3.04 -0.16
H 0.46 4.07 -1.30
H 0.59 2.31 -1.48
H 1.41 3.12 -0.13
H -1.69 4.42 1.91
H -2.33 3.73 3.40
H -3.31 3.68 1.93
H -1.74 0.31 2.62
H -2.97 1.37 3.34
H -1.28 1.44 3.92
F -5.50 -0.44 -0.09
C -4.15 -0.50 -0.10
C -3.46 0.19 -1.07
C -2.07 0.13 -1.09
C -1.37 -0.62 -0.15
C -2.11 -1.31 0.81
C -3.50 -1.26 0.85
H -4.01 0.76 -1.82
H -1.55 0.64 -1.88
H -1.61 -1.92 1.55
H -4.08 -1.81 1.58
*
```

Computed properties:
Highest occupied orbital energy (alpha / beta): -0.37667 / -0.37888 Eh
Relative energy (zero: lowest compared OMol25 entry of this formula, charge and spin): 14.90 kcal per mole
DFT total energy: -86195.1199 eV
Expectation value of S²: 0.878

natural (NBO) atomic charge list, values in e, 4 entries: Fe 0.968; C -0.682; C 0.241; N -0.185

[2]
C21H29GaNO3S3Si2 as an isolated structure in a non-equilibrium geometry, computed with wB97M-V/def2-TZVPD.

Structure (ORCA input):
```
! wB97M-V def2-TZVPD RIJCOSX def2/J DEFGRID3
* xyz -1 1
Ga 10.32 -0.04 14.41
O 9.85 2.94 17.04
C 9.76 2.38 15.96
O 9.88 1.07 15.82
C 9.37 3.20 14.73
C 8.80 4.44 15.05
C 8.08 5.20 14.17
C 7.81 4.67 12.93
C 8.38 3.44 12.53
C 9.14 2.64 13.40
S 9.85 1.25 12.59
H 9.06 4.85 16.02
H 7.76 6.23 14.51
H 7.26 5.23 12.13
H 8.33 3.12 11.50
C 10.32 -1.87 9.92
Si 9.47 -2.97 11.18
C 10.72 -4.04 12.13
C 8.50 -4.14 10.18
C 8.34 -2.07 12.44
C 8.35 -2.30 13.85
C 7.74 -3.51 14.38
C 7.81 -3.78 15.72
C 8.42 -2.86 16.60
C 8.91 -1.67 16.07
N 9.01 -1.44 14.77
Si 6.85 -1.33 11.61
C 6.11 0.10 12.53
C 5.61 -2.68 11.39
C 7.21 -0.71 9.92
H 11.25 -2.39 9.81
H 10.50 -0.86 10.33
H 9.81 -1.88 8.95
H 11.08 -4.93 11.60
H 10.34 -4.42 13.09
H 11.62 -3.49 12.47
H 9.15 -4.83 9.63
H 7.87 -3.70 9.35
H 7.82 -4.77 10.72
H 7.15 -4.13 13.71
H 7.44 -4.77 16.02
H 8.51 -3.06 17.63
H 9.21 -0.89 16.77
H 5.20 -0.21 13.04
H 5.85 0.85 11.77
H 6.75 0.56 13.31
H 5.28 -3.06 12.37
H 6.10 -3.53 10.85
H 4.76 -2.27 10.83
H 7.94 0.13 9.90
H 6.26 -0.28 9.61
H 7.48 -1.57 9.30
C 13.68 0.33 11.20
O 12.78 -0.41 12.09
C 13.39 -0.89 13.19
S 15.02 -1.14 13.46
S 12.30 -1.22 14.49
H 13.06 0.75 10.37
H 14.54 -0.22 10.88
H 14.05 1.16 11.83
*
```

Computed properties:
Highest occupied orbital energy: -0.12535 Eh
Relative energy (zero: lowest compared OMol25 entry of this formula, charge and spin): 7.31 kcal per mole
DFT total energy: -130521.9934 eV

natural (NBO) atomic charge list, values in e, 4 entries: Ga 1.480; O -0.629; C 0.802; O -0.888

[3]
An isolated ion of composition C21H29N2O2 and charge +1, computed with wB97M-V/def2-TZVPD.

Structure (ORCA input):
```
! wB97M-V def2-TZVPD RIJCOSX def2/J DEFGRID3
* xyz 1 1
C -3.50 -0.10 -2.62
C -3.69 1.41 -2.55
C -3.39 2.05 -3.91
C -5.12 1.75 -2.10
N -2.74 1.97 -1.59
C -2.67 1.66 -0.29
O -3.38 0.88 0.30
C -1.51 2.40 0.42
O -0.29 2.30 -0.28
C 0.32 1.10 -0.35
C -0.20 -0.09 0.15
C 0.52 -1.26 0.03
C 1.78 -1.28 -0.57
C 2.55 -2.56 -0.63
N 2.77 -3.11 0.75
C 4.05 -2.73 1.41
C 4.07 -1.24 1.76
C 2.81 -0.76 2.44
C 2.43 0.57 2.27
C 1.28 1.06 2.86
C 0.48 0.23 3.63
C 0.86 -1.09 3.82
C 2.01 -1.58 3.24
C 2.28 -0.09 -1.09
C 1.57 1.08 -0.99
H -2.48 -0.35 -2.91
H -4.18 -0.53 -3.35
H -3.71 -0.54 -1.65
H -4.08 1.67 -4.66
H -3.51 3.13 -3.86
H -2.38 1.82 -4.23
H -5.84 1.34 -2.81
H -5.31 1.33 -1.12
H -5.25 2.83 -2.05
H -2.07 2.64 -1.95
H -1.74 3.47 0.47
H -1.42 2.01 1.44
H -1.17 -0.13 0.62
H 0.08 -2.18 0.41
H 3.51 -2.42 -1.12
H 1.98 -3.31 -1.20
H 2.02 -2.73 1.35
H 2.70 -4.13 0.73
H 4.88 -2.97 0.74
H 4.16 -3.33 2.31
H 4.92 -1.07 2.42
H 4.23 -0.64 0.86
H 3.05 1.22 1.67
H 1.01 2.10 2.73
H -0.42 0.60 4.08
H 0.25 -1.74 4.43
H 2.32 -2.59 3.47
H 3.24 -0.09 -1.58
H 1.95 2.00 -1.39
*
```

Computed properties:
Highest occupied orbital energy: -0.42218 Eh
Relative energy (zero: lowest compared OMol25 entry of this formula, charge and spin): 0.00 kcal per mole
DFT total energy: -29317.6695 eV

natural (NBO) atomic charge list, values in e, 4 entries: C -0.622; C 0.124; C -0.614; C -0.622